(1)
ORCA calculation (ωB97M-V/def2-TZVPD) on C2F3NO5PbS2 as an isolated structure.

The spin multiplicity is 2. As for the charge: -1. The calculation puts the relative energy (zero: lowest compared OMol25 entry of this formula, charge and spin) at 74.5 kJ/mol. As for the frontier orbital gap (spin up / spin down): 6.138 / 6.799 eV. The calculation puts the LUMO energy (spin up / spin down) at 2.26 / 2.06 eV.

Geometry (Å):
O1 -1.3384 -3.9326 -0.3365
C1 -0.3383 -3.2479 -0.3832
O2 0.8430 -3.2208 -0.3608
Pb1 -3.2019 -2.7029 0.4682
N1 -0.7474 1.0983 0.0647
S1 -1.1773 -0.1351 -0.9106
O3 -0.0455 -0.4256 -1.8565
O4 -1.4251 -1.4751 0.1298
S2 0.7338 1.0000 0.7831
O5 0.5864 1.2931 2.2608
C2 1.3890 2.6369 0.1514
F1 1.5031 2.6107 -1.1734
F2 0.6178 3.6623 0.4910
F3 2.6006 2.8388 0.6720

natural (NBO) atomic charge list, values in e, 5 entries: O -0.6979; C 1.1014; O -0.4829; Pb 0.7416; N -1.1782

=====

(2)
ORCA calculation (ωB97M-V/def2-TZVPD) on a 2-piece molecular cluster, C2F5NO2 overall.

As for the charge: 0. The calculation puts the relative energy (zero: lowest compared OMol25 entry of this formula, charge and spin) at 264.5 kJ/mol. As for the frontier orbital gap (spin up / spin down): 8.888 / 8.891 eV. The calculation puts the LUMO energy (spin up / spin down) at -1.51 / -1.51 eV.

Geometry (Å):
C1 -0.6812 0.6578 0.0606
C2 1.5430 -0.0916 0.2157
N1 -1.3927 -0.4560 -0.4821
O1 -1.7674 -1.2682 0.3820
O2 -1.4035 -0.6981 -1.6577
F1 -0.8651 0.8196 1.3458
F2 -0.8844 1.7202 -0.6608
F3 2.3918 0.7883 0.6802
F4 1.7620 -0.4761 -0.9912
F5 1.2975 -0.9959 1.1075

natural (NBO) atomic charge list, values in e, 5 entries: C 0.6605; C 1.0266; N 0.4140; O -0.3684; O -0.3281

=====

(3)
ORCA calculation (ωB97M-V/def2-TZVPD) on C2FKNaO2 as an isolated structure.

The spin multiplicity is 2. As for the charge: 0. As for the frontier orbital gap (spin up / spin down): 3.715 / 3.471 eV. The calculation puts the LUMO energy (spin up / spin down) at -0.92 / -0.92 eV.

Geometry (Å):
Na1 2.9007 -1.1695 -0.3443
O1 2.2812 0.9428 0.0247
C1 1.0235 1.0305 0.1417
C2 0.0174 0.2050 0.0791
O2 -0.1769 -1.0521 -0.1257
F1 -1.8835 0.7465 0.1398
K1 -4.1624 -0.7032 0.0847

natural (NBO) atomic charge list, values in e, 5 entries: Na 0.9134; O -0.8478; C 0.1087; C 0.4321; O -0.7990

=====

Results for strongest force on any atom: 2.808, 4.761, 3.019 (in eV Å⁻¹, following the order of the records).